No. 1
The following is a DFT calculation (wB97M-V/def2-TZVPD) of a cluster of 2 separate species, C12H17N in total at a distorted geometry.

Structure (XYZ):
```
30
Properties=species:S:1:pos:R:3:forces:R:3
C 2.70083 -0.61979 -0.04146 0.867 -1.038 0.343
C 1.53462 -1.48109 0.31326 -0.542 0.588 -0.376
C 1.47808 -2.53000 1.16700 0.106 -0.222 0.034
N 0.26693 -3.19199 1.05145 0.599 0.859 0.596
C -0.54117 -2.44799 0.22126 -0.708 -0.962 0.232
C -1.88825 -2.63657 -0.07223 0.380 -0.063 -1.687
C -2.42598 -1.81055 -1.06928 0.177 -1.200 0.853
C -1.59586 -0.94908 -1.75742 0.817 1.939 -0.733
C -0.26215 -0.69869 -1.41979 -1.270 -0.778 0.973
C 0.23182 -1.41437 -0.32413 1.034 0.156 -0.316
H 2.72552 0.38866 0.34594 -0.278 0.112 -0.015
H 2.84691 -0.62081 -1.12233 -0.098 0.237 -0.045
H 3.58690 -1.11697 0.36888 0.083 0.161 -0.080
H 2.17418 -2.82933 1.93615 0.221 -0.204 -0.298
H 0.12754 -4.08707 1.47535 -0.572 0.039 0.067
H -2.40111 -3.57607 0.09543 -0.146 0.224 0.861
H -3.46818 -2.00440 -1.27704 -0.024 0.379 -0.537
H -1.88573 -0.29319 -2.57515 -0.816 -0.429 0.042
H 0.25936 0.06289 -1.97388 0.406 -0.017 0.076
C 0.66008 2.13362 0.86916 -0.039 0.905 -1.044
C -0.10214 3.02736 -0.12590 0.157 0.670 0.822
C -1.43223 3.53936 0.41013 -1.133 -1.233 -0.183
H 1.11874 2.78655 1.61210 -0.272 -0.316 0.450
H 1.48117 1.69743 0.31703 0.054 -0.261 0.084
H 0.01407 1.36499 1.26523 0.032 -0.252 0.379
H 0.52228 3.91612 -0.23709 0.116 -0.051 -0.595
H -0.22460 2.55062 -1.09201 -0.027 -0.142 -0.112
H -2.16880 3.74617 -0.37279 0.455 0.743 -0.186
H -1.99726 2.73371 0.90134 0.444 -0.021 0.412
H -1.33556 4.36050 1.11078 -0.021 0.175 -0.013
```
Positions in Å, forces in eV/Å.

Calculated values
SMILES string ... Cc1c[nH]c2ccccc12.CCC
M ... 175.3 g mol⁻¹
F_max ... 0.04333 Eh/bohr
Relative energy (zero: lowest compared OMol25 entry of this formula, charge and spin) ... 23.20 kcal/mol
Orbital gap ... 8.8 eV


No. 2
The following is a DFT calculation (wB97M-V/def2-TZVPD) of a structure of composition C6H15NO3PS2 at a distorted geometry.

Structure (XYZ):
```
28
Properties=species:S:1:pos:R:3:forces:R:3
C -1.64012 4.02085 -1.00143 -2.411 3.650 3.607
C -2.13288 2.41415 0.58457 1.702 1.954 0.232
C 0.20598 -1.53692 2.25091 -2.638 2.088 1.098
C 1.95683 -2.60674 -2.24285 0.165 2.718 0.245
C 1.02637 -0.28489 1.94957 0.371 0.606 -0.855
C 0.89157 -2.24993 -1.18821 -1.044 -3.464 0.933
N -2.39989 1.51620 1.48760 0.019 -2.237 -0.772
O 1.75464 1.15570 -0.81539 5.778 0.598 -1.008
O 0.17363 0.54607 1.13867 -0.470 0.716 -1.240
O 0.09233 -1.12656 -1.55330 0.255 0.238 0.876
P 0.40821 0.91987 -0.55361 -5.784 -0.726 2.345
S -0.76818 3.58261 0.53388 -1.529 -1.053 0.189
S -2.99972 2.90929 -0.81076 -0.575 -0.834 0.540
H -2.00827 5.11742 -0.96693 0.855 -1.808 -0.327
H -1.08122 3.77307 -1.77690 2.455 -0.768 -3.753
H -0.54202 -1.36214 3.20433 1.714 -0.446 -2.607
H -0.31405 -1.96454 1.35680 0.032 0.919 0.756
H 0.84693 -2.27760 2.49861 2.064 -2.535 1.368
H 1.42474 -2.74318 -3.20773 0.541 -0.121 0.455
H 2.64740 -1.67816 -2.32519 -0.896 -1.643 -0.094
H 2.54594 -3.47600 -1.97324 -0.085 -0.095 -0.017
H 1.93882 -0.36556 1.33836 -0.150 -0.991 0.168
H 1.43214 0.28433 2.81179 -0.899 -0.360 -0.108
H 1.23874 -2.18063 -0.09249 -0.165 0.561 -1.980
H 0.15122 -3.16712 -1.12375 1.265 1.567 -0.128
H -3.21560 0.98429 1.12683 0.544 -0.054 1.091
H -1.57723 0.88226 1.85121 -1.233 1.642 -0.772
H -0.05630 -1.08610 -2.50136 0.119 -0.123 -0.240
```
Positions in Å, forces in eV/Å.

Calculated values
M ... 244.3 g mol⁻¹
F_max ... 0.12218 Eh/bohr
Net charge ... +1
Relative energy (zero: lowest compared OMol25 entry of this formula, charge and spin) ... 4.90 kcal/mol
Orbital gap ... 8.6 eV